[1]
The molecule C4H7FN2 in a non-equilibrium geometry. Source: the Open Molecules 2025 dataset; level of theory: wB97M-V/def2-TZVPD.

Properties
HOMO-LUMO gap   0.3553 hartree
Energy relative to the best compared isomer or geometry (same formula, charge and spin)   2.599 eV
LUMO   0.0146 Eh
SMILES string   C=C(F)/C=N\NC

Structure (ORCA input):
```
! wB97M-V def2-TZVPD RIJCOSX def2/J DEFGRID3
* xyz 0 1
F 2.10598 1.43264 -0.67882
N -1.23636 -0.93212 -0.03292
N -0.67391 -0.76864 -1.36877
C 0.25428 0.13142 -1.46846
C -0.24785 -1.19288 0.98801
C 0.13762 1.67620 0.44324
C 0.74748 1.07551 -0.53649
H -0.52271 -1.95485 1.72595
H 0.03449 -0.29784 1.56699
H -0.90084 1.45499 0.38298
H 0.84522 -1.43384 0.63148
H 0.62069 2.43834 0.98634
H -1.80572 -1.84051 -0.19129
H 0.64164 0.21158 -2.44824
*
```


[2]
The molecule CH4F2P2 in a non-equilibrium geometry. Source: the Open Molecules 2025 dataset; level of theory: wB97M-V/def2-TZVPD.

Properties
HOMO-LUMO gap   0.3920 hartree
Energy relative to the best compared isomer or geometry (same formula, charge and spin)   0.657 eV
LUMO   0.0279 Eh
SMILES string   FC(F)(P)P

Structure (ORCA input):
```
! wB97M-V def2-TZVPD RIJCOSX def2/J DEFGRID3
* xyz 0 1
P -0.65731 -0.96024 0.61582
P 1.33373 1.41568 -0.48175
F 1.98561 -1.06561 0.25999
F 1.17691 0.23314 1.89644
C 1.03600 -0.07880 0.56491
H -0.75341 -1.68041 -0.68110
H 0.36159 1.95322 0.33277
H 2.37921 1.82227 0.31517
H -1.27717 0.31505 0.43303
*
```


[3]
A 6-piece molecular cluster, C29H53NO15P overall in a non-equilibrium geometry. Source: the Open Molecules 2025 dataset; level of theory: wB97M-V/def2-TZVPD.

Properties
HOMO-LUMO gap   0.2635 hartree
LUMO   -0.1268 Eh

Structure (ORCA input):
```
! wB97M-V def2-TZVPD RIJCOSX def2/J DEFGRID3
* xyz 1 1
P -0.53691 1.74589 -1.31307
O -3.27234 -3.94241 -3.63478
O 2.10966 0.00327 -3.41079
O -0.89622 2.55052 -0.15449
O -1.64622 -2.82345 -4.69372
O -0.38828 -5.75915 -0.58266
O 0.92622 1.99425 -1.87963
O -4.71632 9.40807 10.08969
O -0.33192 7.15260 2.77194
O 0.25190 7.76074 4.79339
O 1.68996 -4.36697 0.97564
O -1.52777 1.84964 -2.56631
O -3.93260 8.56277 8.22381
O 2.78877 -0.61117 -5.38702
O 3.62731 -4.03191 1.93467
O -0.64394 -6.45392 -2.66179
N 0.51984 -2.00823 -0.35973
C 4.44853 -3.59821 3.03493
C 1.82589 -0.19862 -4.57588
C 2.55838 -1.04097 -6.74121
C -0.03489 6.57891 1.49286
C 0.53312 7.14626 3.79899
C 0.06055 -6.38564 -1.51107
C 1.78920 6.31105 3.71587
C -3.01307 -4.28413 -5.99388
C -3.98434 9.54009 9.14740
C -0.32772 5.09392 1.44979
C -1.72487 -2.15735 -1.05217
C -0.55501 -0.03980 -0.99632
C -0.32120 -8.54344 -3.89156
C 4.76450 -4.73084 3.98649
C -3.07231 10.73893 9.01390
C -0.57021 -2.74728 -0.58991
C -3.22128 8.69203 6.98516
C -0.12473 -7.04342 -3.86365
C -1.71113 -0.77613 -1.24356
C 1.59067 -3.95717 3.31872
C 0.57183 -0.68245 -0.55364
C 0.44189 0.06795 -5.11826
C 2.29768 -4.10675 1.99249
C -1.75425 8.34904 7.11571
C -2.55910 -3.61011 -4.73301
C -2.50278 -4.05482 -2.42841
C 2.53534 0.12307 -7.70719
C 1.34207 -7.16495 -1.37332
C -2.93195 -2.96733 -1.41923
H -2.17055 10.55380 9.59581
H 1.71564 0.81019 -7.49555
H 0.36641 1.12663 -5.37038
H -3.70807 7.98399 6.31594
H -1.25498 2.56423 -3.15912
H -3.63175 -2.31009 -1.93478
H -3.45782 -3.38702 -0.56323
H -2.95379 -3.59421 -6.83031
H 2.11990 -3.34126 4.04062
H 1.03627 1.39332 -2.65076
H 1.36331 -2.48681 -0.05956
H -0.68554 7.10540 0.79637
H 1.65643 -1.65108 -6.79809
H -3.58737 11.60111 9.43003
H 2.15828 6.15740 2.70513
H 1.59125 5.34363 4.17556
H -0.69444 -6.58027 -4.66798
H 3.46433 0.68829 -7.63844
H 3.99174 -2.74571 3.53909
H 2.42206 -0.23908 -8.72836
H 0.18501 -0.52152 -5.99273
H -3.37635 9.68417 6.55820
H 1.11478 -8.12598 -0.91306
H 2.56727 6.81587 4.28284
H 0.91695 -6.75709 -4.01084
H -2.79235 10.97809 7.99128
H -0.15194 4.69662 0.45638
H 5.24503 -5.54904 3.45093
H 1.49948 -0.15373 -0.38351
H -1.25697 8.39186 6.14301
H -1.24236 9.03133 7.79634
H -1.43935 -3.98126 -2.63036
H -2.60179 -0.28014 -1.60949
H 1.86704 -7.33347 -2.30973
H -1.64006 7.34119 7.51750
H -2.39173 -5.16174 -6.16491
H 3.39674 -1.69634 -6.96614
H 0.02632 -8.95236 -4.84003
H 0.22381 -9.03565 -3.08650
H 1.43878 -4.94997 3.73978
H -0.47554 -3.81687 -0.42003
H 2.00083 -6.60462 -0.71361
H 0.99032 6.80964 1.19876
H -1.36644 4.90616 1.71890
H 0.29790 4.54388 2.15403
H 3.86495 -5.12864 4.45665
H 0.61593 -3.50518 3.14474
H -4.04813 -4.61010 -5.89304
H -2.71542 -5.03214 -2.00608
H 5.36206 -3.23567 2.56873
H -1.37655 -8.78771 -3.77172
H -0.28768 -0.16881 -4.34512
H 5.43617 -4.38563 4.77164
*
```


[4]
A 15-piece molecular cluster, C44H129N11O15 overall in a non-equilibrium geometry. Source: the Open Molecules 2025 dataset; level of theory: wB97M-V/def2-TZVPD.

Properties
HOMO-LUMO gap   0.3413 hartree
Energy relative to the best compared isomer or geometry (same formula, charge and spin)   0.000 eV
LUMO   0.0121 Eh

Structure (ORCA input):
```
! wB97M-V def2-TZVPD RIJCOSX def2/J DEFGRID3
* xyz 0 1
O -0.45413 -4.41410 -1.01324
O -2.76846 -3.14745 1.08661
O 1.78657 -4.12157 -5.49444
O -1.45922 0.10726 -0.31342
O -3.15201 6.03780 -0.80367
O 4.44138 -7.70326 -0.03513
O 3.30554 -0.25424 4.66565
O -0.47813 -6.41806 3.97487
O -0.81489 3.68185 -5.19248
O 5.78188 -2.59395 1.58286
O -4.01508 -0.63597 0.46095
O -3.87546 6.05845 4.22245
O 2.19306 -0.09035 -3.83434
O 1.02351 4.27945 4.11107
O -2.37371 0.46069 -7.38309
N 1.98693 -7.27199 -1.54370
N -3.37163 1.65488 -5.02375
N -4.24910 8.49508 -3.31824
N 0.64737 -2.82325 -7.53837
N 0.10531 -2.08528 0.62316
N 1.09994 -1.50498 3.38880
N -1.21638 -3.82427 3.31477
N 1.73860 5.26559 7.55817
N -2.12887 3.04156 5.44152
N 1.18395 2.64798 -2.98562
N 6.34967 -3.57515 -1.25424
C 5.80962 -2.30872 -0.75211
C 3.91596 -6.40907 -0.22495
C 0.47557 -6.11578 4.98283
C 1.83758 -1.69210 -1.10819
C 1.41572 -3.23715 -4.47899
C -0.29655 0.39328 3.88466
C 5.13130 -1.54550 -1.91149
C -1.16737 0.28282 -8.12285
C -3.42133 5.13823 5.20973
C -5.83575 7.21140 -1.88636
C -0.32225 4.34828 -4.06076
C -4.37162 7.55251 -2.17165
C 0.90472 5.10522 6.35132
C 1.78916 4.85568 5.13443
C -0.79857 4.38054 -6.41506
C -2.36089 0.56921 -4.93159
C -0.36308 -0.35863 -1.08006
C 1.94592 0.05243 4.93092
C -1.80765 -6.00641 4.22155
C -1.09767 -4.51434 -7.97936
C -2.50361 -0.29420 -6.19097
C 2.44381 -6.39506 -0.44043
C 1.11704 -0.06159 3.65376
C -0.04635 3.46093 -2.87794
C -3.83861 3.18138 3.66872
C 4.15757 -0.04062 5.76362
C 0.68244 -4.77360 -6.10305
C -2.61288 -0.28211 -3.70192
C -3.42734 -4.06961 4.26971
C 4.90605 -2.50943 0.47822
C 0.08819 6.36990 6.18028
C -0.02115 4.27456 -1.55915
C -3.67795 4.77399 -0.43889
C 0.70308 -1.07470 -0.26243
C -1.15894 1.24013 0.45569
C 5.82257 -7.84001 -0.13878
C -2.81072 3.94793 4.50030
C -3.34039 6.42333 -2.14708
C -4.24324 7.31442 4.70842
C 1.82253 3.68812 3.08412
C -1.97689 -4.49549 4.38813
C -0.23581 -3.85203 -6.90644
C 1.67564 -6.73307 0.84738
C 5.10606 -2.98447 2.77727
H -2.98388 0.26019 -2.83017
H 2.49346 -0.94321 -1.53894
H 1.87246 3.26953 -3.41115
H -3.46602 -0.95746 -3.85857
H -2.27433 -3.63674 0.41917
H 0.02078 0.37830 -1.79429
H 4.08520 -5.83586 0.70528
H 0.37081 -4.82448 -0.72019
H -2.42478 6.85774 -2.55376
H -1.99046 1.45065 1.12959
H -0.20799 1.19374 0.99694
H -2.03713 4.29243 3.80231
H 4.42466 -2.22470 3.16718
H -0.80523 -1.14251 -1.70424
H 1.42312 -2.14749 -2.01876
H -0.58587 -4.85512 -8.87311
H -1.00522 5.16321 -3.79985
H -0.67885 -1.66360 1.11580
H 6.70474 -1.71820 -0.54920
H 1.66065 0.45917 2.85638
H -3.69297 4.01326 -1.22175
H -4.05000 -4.48085 5.07256
H 0.33042 4.18051 6.47371
H 2.69074 4.30546 5.44338
H 2.00416 -1.94701 3.47082
H 0.20603 4.46044 -6.84141
H 1.91475 1.08674 5.30232
H -4.19689 4.86357 5.93093
H 0.48957 -5.03465 5.14608
H -3.44933 -0.84127 -6.25082
H -2.63894 5.74030 5.69050
H -4.82447 9.29088 -3.05789
H 0.18492 -6.62098 5.90883
H -0.98165 -5.12904 -1.38915
H 5.89052 -3.16858 3.50895
H -3.37566 7.96386 4.83809
H -4.15052 3.80577 2.83277
H -1.63532 -4.25171 5.39994
H 2.33211 4.43910 7.60962
H 2.28602 -8.21542 -1.30778
H -1.35688 1.00758 -4.93937
H 0.21018 -2.53056 -8.40285
H 0.65244 -1.78405 2.51458
H 1.16376 3.03709 2.51013
H -0.75532 -0.16367 4.70241
H 0.41316 5.27402 -1.65764
H 1.10669 -5.55056 -6.74014
H -4.03070 8.14219 -1.30418
H -2.38928 -6.41418 3.39342
H -6.04035 7.30531 -0.82007
H -1.91875 -3.81016 -8.12276
H 4.59666 -3.92270 2.53244
H -3.08608 4.35696 0.37984
H 5.84951 -1.32660 -2.70292
H -0.82591 -3.17939 -6.28079
H 2.36829 -5.38433 -0.87010
H 1.83119 -7.78827 1.06390
H -1.77212 -1.11347 -6.14424
H 4.38071 -3.47105 0.40895
H -1.81153 -0.98154 -3.45457
H -0.88944 0.19347 2.98749
H 7.09801 -3.43571 -1.93035
H -1.38748 5.29567 -6.32049
H -3.94198 -4.19518 3.32116
H 0.97377 -7.30096 -1.53090
H -4.81845 7.26579 5.64379
H 0.64156 7.29867 6.05603
H -6.53092 7.83209 -2.44710
H 4.31997 1.03226 5.92846
H 4.80055 -0.57451 -1.52995
H -1.33147 0.93558 -8.97613
H 4.29985 -2.09640 -2.35223
H -3.72096 -1.53048 0.71423
H -0.89189 2.77231 -2.74937
H -2.10579 -6.54246 5.13587
H 3.81475 -0.55090 6.66265
H 1.45025 -6.44752 4.64165
H -6.03962 6.16508 -2.13516
H -0.33144 0.56871 -7.47796
H -1.86376 2.24240 4.87368
H -0.58502 6.48452 7.03381
H 2.21583 5.82044 4.81688
H 1.57393 -3.16569 -7.76550
H -1.30555 3.71634 -7.12014
H 0.67462 -2.49907 -4.81920
H -3.75916 5.64709 -2.79788
H 6.17529 -8.79575 0.25127
H -1.19757 3.38804 5.65860
H 6.37929 -7.03331 0.34773
H -0.34283 -4.31697 3.15205
H -1.08519 2.15046 -0.15240
H 1.16106 5.21509 8.39025
H 2.60160 -0.05029 -4.70561
H 0.65820 4.79695 -4.29659
H 5.70620 -4.04854 -1.89253
H -0.96243 -0.73925 -8.44640
H 1.81283 0.79960 -3.70595
H 0.49397 3.74495 -0.76082
H 4.17315 -1.70054 0.53579
H -0.54451 6.27382 5.29205
H 4.55072 -5.84097 -0.91868
H -1.02872 4.46880 -1.18213
H -4.67386 2.85934 4.29632
H -3.24041 1.97663 -5.98556
H -4.99192 7.78582 4.06908
H 6.12652 -7.89774 -1.19489
H 1.56676 -0.65739 5.67249
H 1.97686 -6.11793 1.69761
H -3.50409 2.23482 3.23148
H -3.26287 -0.28487 -0.04209
H 1.03214 -3.73328 -3.58089
H -0.94929 -2.90472 3.65729
H -0.29273 -2.77213 -0.01813
H -4.67403 4.92357 -0.01249
H -3.30502 8.87480 -3.25474
H -3.47957 -3.00148 4.51611
H 1.31125 -0.37335 0.32488
H 1.53343 2.48637 -2.04913
H 0.18202 -5.30237 -5.28358
H -2.30437 -3.35963 1.94474
H -0.38685 1.46917 4.03802
H 2.24229 -2.57843 -4.20846
H -2.89438 2.39326 -4.50421
H 1.98821 4.51260 2.37335
H 2.77289 3.30139 3.44416
H -1.60103 -5.38539 -7.53788
H 0.60483 -6.55138 0.72575
H 2.33506 -2.56331 -0.68592
H 5.16114 -0.35390 5.47286
*
```


[5]
C30H42AsN3ORuS4 as an isolated structure. Source: the Open Molecules 2025 dataset; level of theory: wB97M-V/def2-TZVPD.

Properties
HOMO-LUMO gap (spin up / spin down)   0.2640 / 0.2049 hartree
Energy relative to the best compared isomer or geometry (same formula, charge and spin)   0.096 eV
LUMO (spin up / spin down)   -0.0661 / -0.1451 Eh

Structure (ORCA input):
```
! wB97M-V def2-TZVPD RIJCOSX def2/J DEFGRID3
* xyz 1 6
Ru 0.22647 0.82215 1.08203
As -0.60180 0.35959 -4.17594
S 1.98203 -0.97182 1.19726
S -0.66950 2.71874 2.28423
S -1.36159 -1.01577 0.96254
S -0.82420 1.92926 -0.87111
O 0.70281 0.23246 3.35011
N 0.60396 -0.47722 5.48890
N 0.60720 -1.40733 -1.81719
N 1.80981 1.44353 4.92853
C -0.77575 -3.25929 -2.42234
C 1.44778 -0.90069 6.59663
C 1.68139 2.07910 6.23054
C 2.50999 2.22952 3.92962
C -3.61187 5.02705 0.93139
C 1.43243 -2.24591 -1.19624
C 1.59053 2.13607 -4.60350
C 0.99136 -2.33370 1.77023
C 0.97801 -4.53217 2.75429
C -3.67611 4.70051 -0.43117
C -0.40561 -4.56749 2.59730
C 1.22812 -3.62119 -1.17981
C -1.81406 1.84593 -4.43270
C 1.03967 0.39546 4.53746
C -1.88268 2.35488 -5.86963
C 0.10805 -4.13385 -1.80895
C -1.43187 -0.87860 -2.94731
C -0.48277 -1.90379 -2.39817
C -0.40368 -2.33819 1.62544
C -1.87796 3.10072 -0.15432
C 1.15202 0.99748 -3.68775
C 2.55377 -1.62940 -0.42035
C -2.69552 4.40431 1.73759
C -1.81412 3.43128 1.21988
C -1.07828 -3.49113 2.05227
C -0.39959 -1.45278 5.08640
C -2.82576 3.76079 -0.95840
C 1.66859 -3.40732 2.34230
C -0.41291 -0.55981 -5.86534
C 0.51379 -1.77066 -5.78502
H -0.90717 2.67037 -6.23957
H -1.80516 -0.27107 -2.11784
H 1.81540 0.13609 -3.74437
H -2.15595 -3.51682 1.95199
H 1.50639 -5.36553 3.19690
H 2.98582 -0.77586 -0.94129
H -4.28439 5.76692 1.34385
H 2.60249 2.00192 6.81228
H 2.60834 1.65761 3.01099
H 1.64148 1.82903 -5.64954
H -0.94985 -1.76521 5.97372
H 0.93137 -0.79221 7.55198
H -0.96402 -5.43793 2.91718
H -1.08824 -1.00781 4.37340
H 0.05989 -2.33253 4.62480
H 1.71120 -1.95388 6.46619
H -2.54545 3.21834 -5.91436
H 2.36813 -0.32672 6.62464
H 0.86435 1.63603 6.79192
H 1.92197 -4.26880 -0.66130
H -0.08571 -5.19814 -1.80455
H 1.45615 3.13760 6.08427
H -2.88073 3.50621 -2.00938
H 0.11824 -2.53883 -5.12146
H 0.62944 -2.21038 -6.77488
H -1.68054 -3.61759 -2.89490
H 2.58521 2.47135 -4.31215
H -2.63422 4.64213 2.79129
H 3.50739 2.47460 4.29757
H -2.78730 1.49880 -4.08170
H 1.97606 3.15826 3.71157
H -1.41915 -0.84691 -6.17629
H 3.33376 -2.35703 -0.20379
H -0.04898 0.17210 -6.58761
H -1.47899 2.61445 -3.73647
H 0.92255 2.99435 -4.52626
H -2.27909 1.60127 -6.54968
H -4.40049 5.19098 -1.06825
H 1.09365 1.30368 -2.64630
H 1.50763 -1.49763 -5.42890
H 2.74426 -3.35120 2.46189
H -2.27789 -1.32070 -3.47525
*
```


[6]
The molecule C4H8N2O in a non-equilibrium geometry. Source: the Open Molecules 2025 dataset; level of theory: wB97M-V/def2-TZVPD.

Properties
HOMO-LUMO gap   0.4041 hartree
Energy relative to the best compared isomer or geometry (same formula, charge and spin)   1.638 eV
LUMO   0.0279 Eh
SMILES string   N#C[C@@H](N)CCO

Structure (ORCA input):
```
! wB97M-V def2-TZVPD RIJCOSX def2/J DEFGRID3
* xyz 0 1
O 1.98402 0.97179 0.27826
N -2.08733 -0.59420 0.16048
N -0.81126 2.20934 1.47981
C -0.71153 -0.22592 0.48433
C 1.64056 -0.15020 -0.50215
C 0.14760 -0.27811 -0.78476
C -0.73770 1.13937 1.04629
H -0.20569 0.48805 -1.48524
H -0.02612 -1.24860 -1.26646
H -0.23742 -0.87124 1.24433
H -2.69174 -0.45363 0.96442
H -2.12407 -1.58009 -0.08065
H 2.18924 -0.16734 -1.45436
H 1.96934 -1.01232 0.08848
H 1.70209 1.77310 -0.17278
*
```